1.
91
Properties=species:S:1:pos:R:3:forces:R:3:mulliken_charge:R:1 method="wB97M-V/def2-TZVPD" total_energy_ha=-3291.99167 charge=+1 e_homo_ev=-9.579 gap_ev=5.7
La -1.416 1.098 0.923 0.276 -0.009 -0.028 1.46
S -2.443 9.015 0.981 -0.238 -0.823 -1.176 0.20
N -1.873 7.959 2.023 -0.221 -0.730 0.193 -0.57
C -2.095 6.715 1.556 0.382 2.219 0.701 0.53
C -1.853 5.571 2.409 -0.746 -1.943 -1.584 0.57
C -1.286 5.572 3.672 0.151 0.391 0.629 -0.50
C -1.241 4.387 4.411 -0.594 0.625 -1.218 -0.82
C -1.693 3.210 3.794 0.857 0.983 0.238 -0.29
N -2.025 3.148 2.515 -1.268 0.822 -0.876 -0.42
C -2.237 4.313 1.837 1.580 1.223 0.042 0.20
C -2.672 4.330 0.411 -1.816 -3.031 -0.535 -0.28
N -2.977 3.038 -0.093 1.077 1.821 0.463 -0.50
C -3.517 2.903 -1.292 -0.002 1.101 0.539 -0.13
C -3.955 4.010 -2.052 0.737 0.457 1.007 -0.90
C -3.661 5.297 -1.590 0.421 -2.020 -0.234 -0.44
C -3.001 5.453 -0.360 0.316 0.493 0.760 0.70
C -2.679 6.749 0.257 -0.399 -0.292 0.142 0.51
N -2.966 7.975 -0.199 0.668 -0.317 1.001 -0.68
H -0.921 6.545 4.039 -0.160 -0.697 0.102 0.51
H -0.874 4.411 5.411 0.136 -0.227 0.515 0.48
H -1.705 2.285 4.332 0.158 -0.458 0.280 0.51
H -3.580 1.889 -1.638 -0.341 -0.328 -0.307 0.51
H -4.467 3.833 -2.973 -0.107 0.080 -0.453 0.45
H -3.817 6.119 -2.242 -0.419 0.819 -0.123 0.54
O -0.996 -1.288 0.868 -1.823 -0.386 0.316 -0.42
C -2.230 -1.536 0.587 0.392 -0.875 -0.779 1.05
O -3.056 -0.581 0.336 0.458 -0.260 0.567 -0.87
C -2.756 -2.955 0.395 0.066 -0.837 -0.485 -0.12
C -4.145 -3.137 0.429 0.535 -1.718 -0.704 -0.67
C -4.697 -4.428 0.076 -1.307 1.928 1.535 -0.62
C -3.880 -5.452 -0.345 -0.329 -0.190 0.264 -0.63
C -2.499 -5.304 -0.376 0.454 0.452 0.554 -0.37
C -1.910 -4.075 0.022 -1.925 -0.056 -0.333 0.58
P -0.189 -3.748 -0.205 1.461 1.233 0.238 0.58
C 0.438 -4.109 1.478 -0.954 -0.312 -0.270 0.80
C -0.019 -5.240 2.147 -0.833 -0.795 0.316 -0.33
C 0.542 -5.663 3.366 0.553 2.077 -1.868 -0.90
C 1.526 -4.838 3.925 -0.345 -0.054 -0.981 -0.54
C 1.945 -3.672 3.270 -0.300 0.247 0.830 -0.82
C 1.356 -3.268 2.073 0.500 -0.392 0.549 -0.07
C 0.441 -5.105 -1.213 -0.838 0.112 1.521 0.59
C 0.479 -6.437 -0.832 -0.144 -0.095 0.821 -0.37
C 0.918 -7.387 -1.738 -0.308 0.654 1.464 -0.66
C 1.395 -6.938 -2.955 0.547 -1.876 -0.559 -0.63
C 1.200 -5.668 -3.384 0.552 1.337 0.384 -0.72
C 0.756 -4.725 -2.471 -0.942 1.247 -2.378 -0.24
H -4.733 -2.264 0.661 -0.400 -0.184 0.133 0.48
H -5.805 -4.614 0.310 1.766 0.356 -0.831 0.27
H -4.345 -6.403 -0.593 0.209 0.074 -0.004 0.42
H -1.893 -6.207 -0.609 -0.399 1.119 -0.058 0.26
H -0.926 -5.788 1.740 1.412 0.509 0.463 0.23
H 0.284 -6.632 3.655 -0.427 -1.110 1.270 0.43
H 1.952 -5.060 4.872 0.426 -0.366 0.615 0.42
H 2.686 -3.054 3.794 -0.348 -0.140 -0.416 0.39
H 1.547 -2.306 1.629 0.372 0.090 -0.186 0.53
H 0.144 -6.629 0.216 0.488 -0.457 -1.194 0.40
H 0.878 -8.409 -1.410 0.440 -0.435 -0.316 0.43
H 1.975 -7.632 -3.545 -0.334 -0.168 -0.415 0.38
H 1.513 -5.300 -4.335 0.171 -0.233 -0.651 0.41
H 0.470 -3.707 -2.868 0.740 -0.953 0.788 0.27
C 3.202 -2.041 -0.969 0.116 -0.288 -0.738 -1.95
C 3.216 -0.509 -1.177 -1.431 -0.771 0.065 1.94
C 4.000 0.163 -0.071 1.202 2.264 0.498 -1.34
C 3.696 -0.047 -2.552 -1.296 -0.550 0.422 -1.67
O 1.729 -0.122 -1.166 1.393 -0.282 0.804 -0.49
P 1.190 1.199 -0.554 -2.060 0.272 0.633 1.19
O -0.276 1.268 -1.063 0.453 0.439 -0.498 -0.86
O 1.003 1.336 0.977 0.465 -0.503 -0.419 -1.06
O 2.132 2.297 -1.077 0.357 2.000 -0.743 0.22
C 2.030 3.877 -1.245 0.864 -2.355 0.425 1.96
C 2.212 4.467 0.113 0.397 0.977 0.825 -1.51
C 0.727 4.164 -1.874 -0.618 1.619 -0.915 -1.73
C 3.250 4.118 -2.095 -1.373 1.022 -1.630 -1.88
H 3.993 -2.521 -1.576 -0.292 0.277 0.292 0.47
H 2.262 -2.607 -1.138 0.302 0.941 -0.448 0.29
H 3.405 -2.236 0.058 0.407 -0.215 0.851 0.44
H 5.054 -0.157 -0.149 -0.444 -0.211 0.006 0.52
H 3.740 0.117 1.027 -0.379 -0.517 -1.385 0.24
H 4.069 1.271 -0.310 -0.117 -1.215 0.365 0.13
H 4.736 0.027 -2.586 1.895 -0.179 0.075 0.48
H 3.343 0.957 -2.732 -0.374 0.148 -0.234 0.20
H 3.382 -0.759 -3.317 -0.191 0.264 -0.049 0.39
H 1.657 3.949 0.868 -0.631 -0.358 0.334 0.26
H 1.910 5.526 0.127 -0.066 -0.261 -0.178 0.39
H 3.244 4.467 0.479 -0.002 -0.205 -0.387 0.38
H -0.124 4.107 -1.234 -0.501 -0.455 0.922 0.33
H 0.501 3.567 -2.739 0.206 -0.339 -0.384 0.32
H 0.699 5.230 -2.182 0.332 -0.413 -0.067 0.50
H 4.073 3.673 -1.620 1.213 -0.604 0.417 0.43
H 3.420 5.197 -2.189 0.013 -0.102 0.191 0.49
H 3.115 3.759 -3.136 0.126 -0.101 0.669 0.34

---

2.
91
Properties=species:S:1:pos:R:3:forces:R:3:mulliken_charge:R:1 method="wB97M-V/def2-TZVPD" spin_multiplicity=3 s2=2.12 total_energy_ha=-2927.08082 charge=+1 e_homo_ev="-10.151 / -10.157" gap_ev="5.3 / 6.0"
Mo -0.942 -0.998 0.088 1.576 -3.591 1.308 -1.67
C 3.614 -1.768 5.275 0.441 -0.110 0.332 -1.52
C 2.369 -1.555 4.465 -0.434 -0.115 0.067 0.61
C 1.111 -1.934 4.963 -0.009 0.566 -0.922 -0.93
C -0.065 -1.722 4.212 0.506 0.430 -0.370 0.68
C -1.379 -2.131 4.808 -0.266 -0.903 0.957 -0.04
O -1.373 -3.051 5.613 0.123 0.394 -0.465 -0.62
C -2.688 -1.456 4.535 -0.518 0.742 -0.407 0.52
C -2.766 -0.141 4.031 -0.531 -0.263 0.236 -0.20
C -4.004 0.471 3.818 0.170 -0.462 0.155 -0.74
C -5.185 -0.212 4.111 0.294 -0.208 0.027 -0.41
C -5.128 -1.507 4.629 0.521 0.188 -0.104 -0.58
C -3.892 -2.123 4.847 0.048 0.371 -0.252 -0.50
C 0.064 -1.167 2.917 -0.520 -0.262 0.076 1.77
O -0.986 -0.998 2.090 0.043 -0.244 -0.038 -0.78
C 1.313 -0.799 2.426 1.418 -0.037 0.859 -0.94
C 2.464 -0.973 3.196 -0.719 -0.245 0.355 -0.83
C 1.339 -0.234 1.067 -0.422 0.796 0.729 1.20
N 1.117 -0.998 0.044 1.779 0.493 -0.947 0.17
C 1.041 -2.445 0.026 4.241 2.055 1.528 1.13
C 2.065 -2.989 -0.966 -0.491 -0.447 -1.034 -1.27
Te 4.111 -2.675 -0.339 -0.310 0.235 -0.131 0.26
C 4.183 -0.587 -0.744 -0.059 0.222 -0.022 -0.27
C 3.770 -0.075 -1.981 0.148 0.411 0.318 -0.20
C 3.833 1.303 -2.224 0.129 -0.251 0.544 -0.74
C 4.309 2.169 -1.234 0.027 -0.480 0.136 -0.36
C 4.725 1.659 -0.002 -0.113 -0.223 -0.472 -0.75
C 4.664 0.284 0.241 -0.177 0.174 -0.439 -0.25
C 1.326 1.250 0.887 1.208 0.014 0.060 1.09
C 1.113 1.812 -0.388 2.768 0.618 -0.062 -0.97
C 1.067 3.199 -0.557 1.792 -0.124 0.370 -0.92
C 1.231 4.045 0.540 0.338 -0.377 -0.017 -0.74
C 1.443 3.506 1.810 -0.091 -0.301 -0.226 -1.46
C 1.488 2.120 1.986 -0.107 0.066 -0.405 -0.34
H 3.388 -2.239 6.256 0.174 0.318 -0.643 0.37
H 4.111 -0.793 5.459 -0.126 -0.635 -0.047 0.33
H 4.310 -2.432 4.720 -0.260 0.424 0.420 0.33
H 1.047 -2.376 5.950 -0.164 -0.002 -0.080 0.46
H -1.875 0.435 3.822 0.115 -0.129 0.039 0.44
H -4.048 1.482 3.431 0.017 0.035 0.056 0.42
H -6.141 0.265 3.947 -0.022 0.004 0.002 0.42
H -6.043 -2.033 4.865 0.047 -0.016 0.016 0.42
H -3.879 -3.127 5.253 0.235 0.054 -0.015 0.46
H 3.427 -0.681 2.804 0.089 0.032 -0.037 0.43
H 0.025 -2.735 -0.315 -1.071 -0.489 -0.839 -0.03
H 1.222 -2.904 1.020 -0.601 0.193 -0.344 0.33
H 1.906 -2.570 -1.982 0.146 -0.169 0.662 0.12
H 1.934 -4.089 -1.049 0.157 0.604 0.062 0.68
H 3.401 -0.738 -2.751 0.019 -0.035 -0.062 0.52
H 3.510 1.700 -3.178 0.010 -0.037 -0.046 0.46
H 4.353 3.234 -1.421 0.012 -0.018 -0.006 0.45
H 5.094 2.329 0.765 0.015 -0.025 0.000 0.45
H 4.995 -0.104 1.194 0.030 -0.038 0.074 0.64
H 0.973 1.183 -1.258 0.724 0.090 0.174 0.67
H 0.899 3.618 -1.541 0.264 -0.094 0.091 0.72
H 1.192 5.118 0.408 0.028 0.017 -0.003 0.52
H 1.565 4.163 2.661 0.030 -0.058 -0.009 0.46
H 1.646 1.738 2.986 0.000 -0.192 -0.042 0.67
N -0.406 1.700 -8.241 0.009 0.186 0.755 -0.61
C -0.732 1.056 -7.035 -0.173 -0.617 -0.673 1.00
C -2.061 1.017 -6.597 -0.044 -0.177 0.667 -0.72
C -2.413 0.299 -5.451 0.417 0.088 -0.110 -0.34
C -1.434 -0.420 -4.768 0.423 0.243 0.752 -0.23
C -0.120 -0.459 -5.235 -0.390 0.433 -0.346 -0.63
C 0.221 0.266 -6.380 -0.025 -0.143 0.703 -0.73
S -1.854 -1.355 -3.268 -3.256 -1.290 -5.325 1.35
O -1.521 -2.714 -3.706 0.696 1.243 2.155 -0.83
O -3.293 -1.132 -3.116 1.398 0.555 1.005 -0.74
N -0.942 -0.838 -2.065 1.005 3.099 4.565 0.40
C -1.119 0.578 -1.511 -0.565 2.430 -2.984 0.65
N -0.942 1.136 -0.071 -3.619 -2.838 -3.675 0.16
C -1.110 2.447 0.110 -1.965 -1.206 0.138 -0.22
C -1.405 3.303 -0.921 -1.206 -0.211 -0.648 -1.10
C -1.521 2.751 -2.182 -0.356 -0.243 -0.302 -0.68
N -1.376 1.447 -2.498 0.124 0.083 1.684 -0.30
H -1.024 2.481 -8.438 0.274 -0.134 -0.128 0.26
H 0.573 1.961 -8.282 -0.274 0.051 -0.188 0.26
H -2.837 1.552 -7.135 0.114 0.002 -0.038 0.29
H -3.438 0.297 -5.093 0.173 -0.020 -0.024 0.53
H 0.622 -1.055 -4.713 -0.031 0.048 -0.110 0.45
H 1.240 0.212 -6.749 -0.080 0.073 -0.068 0.31
H -0.997 2.797 1.129 0.029 -0.150 0.073 0.97
H -1.538 4.362 -0.757 0.068 -0.030 0.018 0.53
H -1.749 3.383 -3.037 0.022 0.010 0.061 0.52
N -3.330 -2.277 -0.497 -1.133 -1.007 -0.039 -0.35
N -3.046 -0.998 0.088 -1.138 -0.094 0.887 -0.26
H -4.304 -2.568 -0.375 0.145 0.563 -0.152 0.24
H -2.754 -3.018 -0.084 -0.238 0.838 0.016 0.23
H -3.407 -0.906 1.067 0.180 0.136 -0.906 0.30
H -3.401 -0.218 -0.511 -0.120 -1.163 0.399 0.43
H -0.942 -2.814 0.088 -3.136 0.274 0.672 -0.25